Entry 1:
A cluster of 2 separate species, C18H25BrN2O5P in total, computed with ωB97M-V/def2-TZVPD.

Last column: Mulliken charge in e.
Geometry (Å):
C -1.6324 0.0086 -0.7367  -1.2374
C -1.7105 1.5335 -0.8260  -0.2636
O -1.0225 2.0438 -1.9630  -0.3268
C 0.1325 2.7871 -1.6547  -0.8914
C 1.2855 1.8498 -1.2727  -0.0015
O 1.9239 2.2730 -0.0512  -0.4763
C 2.0344 1.3599 0.9217  0.1273
C 1.7434 1.7034 2.2386  -0.6417
C 1.8599 0.7598 3.2567  0.9757
C 1.5063 1.1691 4.6716  -0.8114
N 1.4128 2.6287 4.7985  -0.6528
C 2.2780 -0.5452 2.9373  -0.1939
P 2.4306 -1.9982 4.1225  0.2471
O 3.0665 -1.2887 5.4358  -0.5183
Br 0.2724 -2.1357 4.6602  -0.1847
N 2.5871 -0.8380 1.6478  -0.0133
C 3.0182 -2.1948 1.2168  -1.0894
C 1.7926 -3.0419 0.8983  -0.7288
C 2.4830 0.0704 0.6700  0.2059
H -1.4068 -0.4342 -1.7028  0.2831
H -2.5712 -0.4036 -0.3823  0.4030
H -0.8658 -0.3232 -0.0338  0.3297
H -2.7538 1.8152 -0.9208  0.4473
H -1.3117 1.9558 0.0951  0.2620
H 0.4009 3.3064 -2.5674  0.2926
H -0.0531 3.5162 -0.8677  0.3985
H 0.8760 0.8463 -1.1895  0.1402
H 2.0331 1.8338 -2.0604  0.3169
H 1.4385 2.7143 2.4481  0.5053
H 2.2715 0.8218 5.3461  0.4642
H 0.5546 0.6886 4.9067  0.3546
H 0.4874 2.9290 4.5160  0.2472
H 1.4859 2.8556 5.7815  0.2580
H 2.3822 -1.0344 6.0705  0.3471
H 3.6364 -2.0641 0.3377  0.4902
H 3.6331 -2.6416 1.9851  0.5403
H 2.0725 -3.9867 0.4547  0.4032
H 1.1544 -2.4734 0.2264  0.2606
H 1.2158 -3.1872 1.8081  0.2448
H 2.7469 -0.2185 -0.3323  0.5059
C -3.0329 0.2051 -4.1641  -0.2597
C -2.4567 -0.4061 -5.1954  -0.2965
C -2.9561 -1.7148 -5.6908  0.3120
O -2.4275 -2.2752 -6.6246  -0.5340
C -4.1227 -2.3122 -4.9906  -0.3767
C -4.6948 -1.7020 -3.9558  -0.4428
C -4.1928 -0.3963 -3.4611  0.4683
O -4.7001 0.1571 -2.5077  -0.5533
H -2.6846 1.1577 -3.7824  0.3851
H -1.6071 0.0122 -5.7201  0.4343
H -4.4705 -3.2648 -5.3692  0.4157
H -5.5424 -2.1212 -3.4287  0.4281

LUMO level = -0.1526 Ha
HOMO-LUMO gap = 0.2857 hartree
HOMO energy = -11.926 eV
2S+1 = 1
largest force on an atom = 0.86 eV Å⁻¹
total charge = +1

Entry 2:
A structure of composition C18H25ClN2STc at a distorted geometry, computed with ωB97M-V/def2-TZVPD.

Last column: Mulliken charge in e.
Geometry (Å):
C 1.6065 5.4192 -1.4361  1.0887
C 0.3435 6.2491 -1.5239  -1.3895
C 2.5934 5.9910 -0.4406  -1.3976
C 2.2355 5.1978 -2.7953  -1.3863
Cl 1.1046 3.7398 -0.7942  -0.2377
H 2.9151 6.9777 -0.7780  0.3562
H 3.4728 5.3586 -0.3508  0.3797
H 2.1435 6.0973 0.5432  0.3781
H 0.5908 7.2444 -1.8969  0.3557
H -0.1250 6.3578 -0.5491  0.3752
H -0.3761 5.8001 -2.2036  0.3788
H 2.5458 6.1581 -3.2102  0.3577
H 1.5311 4.7405 -3.4853  0.3761
H 3.1118 4.5587 -2.7238  0.3761
C -1.6693 -1.0580 2.9139  -0.0961
C -0.4342 -0.4826 3.2994  -0.4741
C -0.3532 0.8210 2.7459  -0.5377
H 0.3157 -0.9536 3.9125  0.5157
C -1.5463 1.0573 2.0279  -0.5185
C -2.3558 -0.1036 2.1292  -0.6060
H -3.3360 -0.2375 1.7028  0.6184
H -2.0359 -2.0300 3.1974  0.4832
H 0.4575 1.5178 2.8762  0.5558
H -1.7989 1.9660 1.5089  0.4890
C 0.7344 -2.3745 -0.7699  -0.3680
C 0.8951 -2.9277 0.5211  -0.1045
C 1.7579 -2.0704 1.2465  -0.7284
H 0.4683 -3.8506 0.8758  0.5361
C 2.1207 -0.9850 0.4076  -0.4361
C 1.4914 -1.1781 -0.8418  -0.6555
H 1.5717 -0.5351 -1.7008  0.4726
H 0.1511 -2.7979 -1.5693  0.4757
H 2.0841 -2.2178 2.2627  0.5280
H 2.7804 -0.1742 0.6677  0.5267
Tc -0.3116 -0.7804 0.8497  0.6212
C -1.9060 -5.2559 1.2848  -0.6647
N -1.8471 -4.8055 -0.1132  0.2904
C -1.7006 -5.6019 -1.1882  -0.0569
C -1.7908 -4.8158 -2.3204  -0.5126
N -1.9882 -3.5338 -1.9470  0.1052
C -1.9780 -3.5479 -0.6004  -0.0418
S -2.2535 -2.2601 0.3602  -0.4590
H -1.1339 -4.7721 1.9104  0.2599
H -2.8973 -5.0004 1.7141  0.3285
H -1.7684 -6.3566 1.3511  0.2913
H -1.5688 -6.6761 -1.1534  0.4428
H -1.7319 -5.1600 -3.3442  0.4319
H -2.1154 -2.7090 -2.5729  0.2762

relative energy (zero: lowest compared OMol25 entry of this formula, charge and spin) = 0.523 eV
LUMO level (spin up / spin down) = -0.3066 / -0.3033 Ha
HOMO-LUMO gap (spin up / spin down) = 0.2050 / 0.2370 hartree
HOMO energy (spin up / spin down) = -13.920 / -14.704 eV
expectation value of S² = 3.82
2S+1 = 4
largest force on an atom = 3.74 eV Å⁻¹
total charge = +2

Entry 3:
A structure of composition C18H25CoN5O6P2 at a distorted geometry, computed with ωB97M-V/def2-TZVPD.

Last column: Mulliken charge in e.
Geometry (Å):
Co 0.1326 0.0282 -0.7696  0.2563
N 2.2930 2.2803 -0.3796  0.0507
C 2.8593 1.1049 -0.8885  0.5706
C 4.2266 0.8978 -0.6932  -0.7590
C 4.8089 -0.2102 -1.2614  -0.3896
C 4.0304 -1.0793 -2.0182  -0.8155
C 2.6862 -0.8189 -2.1248  -0.3872
N 2.0962 0.2488 -1.5492  0.1830
C 1.0364 2.8286 -0.5575  0.8421
C 0.8448 4.1672 -0.1805  -0.9737
C -0.3758 4.7509 -0.3933  -0.3158
C -1.3942 4.0073 -0.9887  -0.8046
C -1.1288 2.6997 -1.3156  -0.6352
N 0.0571 2.1027 -1.0843  0.3370
H 2.9192 2.8385 0.1710  0.2032
H 4.8029 1.6092 -0.1131  0.3633
H 5.8677 -0.3959 -1.1247  0.4205
H 4.4509 -1.9584 -2.4860  0.4421
H 2.0222 -1.4880 -2.6557  0.4287
H 1.6672 4.7231 0.2510  0.4029
H -0.5349 5.7867 -0.1214  0.4308
H -2.3647 4.4367 -1.1970  0.4775
H -1.8828 2.0624 -1.7603  0.5899
N -2.5361 1.4877 1.7382  -0.1969
C -2.4363 -0.0216 1.9944  0.7730
C -3.3890 -0.4309 3.1006  -1.7153
P -2.8863 -0.7487 0.3397  0.7644
O -4.3165 0.0611 0.1836  -0.6279
O -3.1166 -2.1926 0.3540  -0.8747
O -1.9387 -0.0269 -0.5905  -0.4151
P -0.6492 -0.2257 2.4748  0.6473
O -0.6557 0.9413 3.6478  -0.6097
O -0.3616 -1.5302 3.0790  -0.8649
O 0.1161 0.3849 1.3280  -0.2750
H -3.4564 1.7203 1.3636  0.4128
H -1.8262 1.7087 1.0356  -0.0621
H -2.3222 1.9989 2.5952  0.3856
H -4.4195 -0.1772 2.8460  0.4246
H -3.1213 0.0363 4.0502  0.4115
H -3.3216 -1.5116 3.2194  0.4098
H -5.0006 -0.5778 -0.0610  0.3536
H -0.3434 0.5232 4.4638  0.3380
C 2.0019 -2.2448 1.0789  -1.3948
C 1.1245 -2.7647 -0.0345  0.1950
C 0.9357 -4.0634 -0.4264  -0.6983
C 0.0513 -4.0392 -1.5440  -0.9196
C -0.2580 -2.7268 -1.7838  0.3031
C -1.1193 -2.1512 -2.8801  -1.4169
N 0.4179 -1.9340 -0.8776  1.2984
H 2.9639 -2.7627 1.0824  0.4075
H 1.5379 -2.3841 2.0597  0.2524
H 2.1883 -1.1723 0.9708  0.0216
H 1.3753 -4.9327 0.0504  0.4823
H -0.3238 -4.8879 -2.1040  0.4562
H -0.9341 -2.6579 -3.8273  0.4658
H -0.9142 -1.0842 -3.0307  0.1110
H -2.1864 -2.2354 -2.6554  0.2390

LUMO level (spin up / spin down) = -0.0030 / -0.0063 Ha
HOMO-LUMO gap (spin up / spin down) = 0.2154 / 0.2119 hartree
HOMO energy (spin up / spin down) = -5.944 / -5.937 eV
expectation value of S² = 3.76
2S+1 = 4
largest force on an atom = 1.46 eV Å⁻¹
total charge = 0

E_tot
In order: -4101.70550; -1748.92665; -3491.89523
Unit: Eh